{
  "formula": "C21H21N2NiO3S",
  "method": "wB97M-V/def2-TZVPD",
  "elements": ["Ni", "C", "O", "C", "C", "C", "C", "C", "C", "N", "N", "C", "C", "O", "C", "C", "C", "C", "C", "C", "C", "C", "H", "H", "H", "H", "H", "H", "H", "H", "H", "H", "H", "H", "H", "O", "S", "C", "C", "C", "C", "H", "H", "H", "H", "H", "H", "H", "H"],
  "positions_angstrom": [[-0.026, -0.691, -1.956], [-0.609, 1.388, -4.283], [0.137, 1.018, -3.117], [0.769, 2.034, -2.398], [0.809, 3.346, -2.827], [1.477, 4.288, -2.055], [2.096, 3.913, -0.872], [2.049, 2.594, -0.451], [1.378, 1.647, -1.209], [1.254, 0.274, -0.880], [1.769, -0.104, 0.216], [1.703, -1.374, 0.636], [1.070, -2.452, -0.069], [0.501, -2.326, -1.217], [1.078, -3.753, 0.521], [1.669, -3.972, 1.715], [2.326, -2.933, 2.451], [2.947, -3.205, 3.683], [3.586, -2.210, 4.376], [3.615, -0.914, 3.846], [3.012, -0.629, 2.643], [2.352, -1.634, 1.920], [-1.389, 2.102, -4.022], [-1.052, 0.476, -4.670], [0.057, 1.814, -5.031], [0.340, 3.647, -3.752], [1.513, 5.315, -2.390], [2.618, 4.650, -0.277], [2.523, 2.276, 0.467], [0.593, -4.545, -0.033], [1.655, -4.967, 2.144], [2.916, -4.216, 4.073], [4.066, -2.423, 5.321], [4.122, -0.126, 4.388], [3.044, 0.373, 2.241], [-1.814, -0.289, -1.260], [-3.330, -0.319, -1.428], [-3.884, 1.255, -0.707], [-4.783, 0.918, 0.480], [-4.171, -0.324, 1.123], [-3.942, -1.294, -0.029], [-4.355, 1.855, -1.481], [-2.948, 1.721, -0.394], [-5.797, 0.702, 0.138], [-4.842, 1.761, 1.168], [-4.821, -0.761, 1.880], [-3.220, -0.077, 1.599], [-4.868, -1.764, -0.366], [-3.192, -2.064, 0.147]],
  "atomic_forces_ev_per_a": [[0.3, 0.0, 0.1], [0.0, 0.0, 0.0], [0.0, 0.0, 0.1], [-0.1, 0.0, -0.3], [0.0, 0.1, -0.1], [0.0, 0.0, 0.0], [0.0, 0.0, 0.0], [0.0, 0.0, 0.1], [0.1, -0.2, 0.1], [-0.3, 0.2, 0.0], [0.3, 0.1, -0.1], [-0.1, -0.2, 0.2], [0.1, 0.2, 0.0], [-0.3, -0.1, -0.1], [0.0, 0.0, 0.0], [0.0, 0.0, 0.1], [0.0, -0.1, 0.0], [0.0, 0.0, 0.0], [0.0, 0.0, 0.0], [0.0, 0.0, 0.0], [0.0, 0.0, 0.0], [-0.1, 0.0, -0.1], [0.0, 0.0, 0.0], [0.0, 0.0, 0.0], [0.0, 0.0, 0.0], [0.0, 0.0, 0.0], [0.0, 0.0, 0.0], [0.0, 0.0, 0.0], [0.0, 0.0, 0.0], [0.0, 0.0, 0.0], [0.0, 0.0, 0.0], [0.0, 0.0, 0.0], [0.0, 0.0, 0.0], [0.0, 0.0, 0.0], [0.0, 0.0, 0.0], [-0.1, 0.1, 0.1], [0.1, -0.1, -0.1], [0.0, 0.0, 0.0], [0.0, 0.0, 0.0], [0.0, 0.0, 0.0], [0.0, 0.0, 0.0], [0.0, 0.0, 0.0], [0.0, 0.0, 0.0], [0.0, 0.0, 0.0], [0.0, 0.0, 0.0], [0.0, 0.0, 0.0], [0.0, 0.0, 0.0], [0.0, 0.0, 0.0], [0.0, 0.0, 0.0]],
  "spin_multiplicity": 3,
  "de_lowest_kj_mol": 16.7,
  "s_squared": 2.008,
  "homo_ev": [-10.35, -10.38],
  "charge": 1
}